Formula: C14H11IMgO4
Source: the OMol25 dataset
Level of theory: ωB97M-V with the def2-TZVPD basis set

Properties
max |F| = 9.22 eV/A
LUMO = -11.54 eV
net charge = +2
HOMO energy = -14.0 eV

Geometry as XYZ:
```
31
Properties=species:S:1:pos:R:3:forces:R:3:mulliken_charge:R:1
O -3.723646 4.674924 -1.523694 8.78 -2.80 0.29 -0.45
C -2.445057 4.291726 -1.436118 -6.94 1.79 -1.43 0.15
I -1.463654 4.570512 0.545345 -0.46 -0.34 -1.53 0.06
C -1.588488 3.600098 -2.694716 0.87 -0.62 1.63 -0.28
C -1.478389 1.989662 -2.295329 -2.84 -1.81 1.52 0.29
C -2.679003 1.266729 -1.712102 4.11 0.24 -1.12 -0.42
C -2.503259 -0.339303 -1.279160 -4.25 -2.47 -0.62 0.13
O -3.498907 -1.240452 -1.383083 7.00 5.84 1.02 -0.44
C -0.996845 -0.713712 -0.656528 3.28 -0.68 1.33 0.33
C -0.746515 -1.786535 0.567903 3.33 2.51 -2.19 -0.82
C 0.822937 -1.978548 1.062965 -1.01 1.04 -2.10 1.15
C 1.077516 -3.019253 2.326136 -0.59 3.46 -0.01 -0.68
C 2.146810 -2.237169 3.334663 -0.96 0.44 1.47 -0.25
O 1.702278 -0.836970 3.640665 2.37 -1.81 -2.12 -0.40
C 2.121002 -1.194937 0.430133 -3.41 0.22 -1.73 0.05
C 1.870344 -0.120529 -0.797673 -3.96 -1.86 0.85 -0.76
C 0.322555 0.086502 -1.297425 0.87 -1.42 1.79 0.27
C -0.024404 1.191582 -2.500556 2.16 0.99 -4.09 0.08
O 0.770537 1.405875 -3.564735 -5.02 -1.46 7.43 -0.46
H -2.076560 3.792274 -3.740836 0.84 -0.38 2.20 0.33
H -0.481011 4.030068 -2.600615 -2.51 -0.86 -0.48 0.31
H -3.724385 1.767944 -1.534792 2.22 -1.11 -0.55 0.38
H -1.667437 -2.342088 1.063109 2.27 1.22 -1.09 0.34
H 1.459621 -4.065316 1.964706 -1.51 0.56 1.05 0.11
H 0.040349 -3.068621 2.907885 2.40 -0.66 -1.29 0.44
H 3.232548 -2.163799 2.893459 -1.20 -0.39 0.71 0.17
H 2.134816 -2.795581 4.371943 0.42 0.98 -2.19 0.36
H 2.359864 -0.216462 3.167016 -1.68 -1.20 1.10 0.34
H 3.229661 -1.341378 0.831466 -2.32 0.74 -0.51 0.02
H 2.708526 0.527951 -1.316207 -1.81 -1.59 1.28 0.40
Mg 3.098194 -3.735194 1.226179 -0.45 1.40 -0.61 1.25
```
Forces are in eV/Å.